148
Properties=species:S:1:pos:R:3:forces:R:3:mulliken_charge:R:1 method="wB97M-V/def2-TZVPD" total_charge=-1 homo_lumo_gap_ev=6.49 e_homo_ha=-0.175
C 2.391 3.723 -1.828 -1.917 -9.323 1.000 -2.09
C 2.157 2.319 -1.691 2.156 12.004 -0.848 0.13
P 1.893 0.386 -1.614 1.395 1.042 -1.723 3.95
C 2.900 0.359 -3.288 2.057 -0.999 -2.066 -0.88
C 4.355 -0.450 -3.115 3.255 2.151 -2.275 0.15
C 5.593 0.204 -3.642 -3.467 -1.558 0.791 -0.67
C 1.531 -1.464 -1.712 0.516 -2.433 -1.158 -1.42
C 0.238 -2.108 -1.034 -0.184 -2.571 1.050 0.34
C -0.531 -3.193 -2.053 -0.720 -0.094 0.239 -0.77
C -2.075 -2.795 -2.404 -0.741 -1.068 -0.720 -0.57
C -3.157 -3.104 -1.169 0.599 0.736 -0.970 -0.10
C -4.296 -1.909 -1.232 0.002 -0.667 -0.604 -0.86
C -5.680 -2.253 -0.414 0.614 1.331 -0.565 0.46
C -6.722 -0.987 -0.748 1.120 -1.586 -0.187 -0.31
O -6.649 -0.007 0.351 -0.374 0.567 -2.370 -0.22
C -6.425 1.352 -0.168 0.155 1.306 1.248 -0.63
O 3.516 0.160 -0.916 1.744 4.788 4.449 -0.35
C 3.951 1.313 -0.143 1.036 3.157 5.719 0.33
N 4.267 2.203 0.775 -2.493 -7.955 -8.181 -0.71
C 1.096 0.725 0.090 -0.820 -1.646 6.091 -0.24
I -0.187 2.535 0.480 0.781 -1.185 -0.819 -0.07
C 1.271 -0.033 1.352 0.503 1.326 -4.137 -0.64
C 2.218 -1.305 1.534 -0.294 -0.742 2.494 -0.80
I 0.266 0.541 3.276 1.094 -0.893 -1.378 -0.01
P 0.016 0.797 -2.738 -6.200 0.352 -0.479 0.77
O -1.300 0.536 -1.940 3.656 0.573 -1.960 -0.67
O -0.073 2.429 -3.361 0.540 -3.013 -2.038 -0.46
O -0.183 -0.225 -4.179 1.291 2.537 0.472 -0.60
H 2.398 4.899 -1.891 0.064 -3.046 -0.097 0.01
H 3.150 1.462 -3.652 -0.477 -2.420 0.868 0.26
H 2.367 -0.205 -4.149 0.562 0.949 1.371 0.25
H 4.433 -1.542 -2.657 -0.273 2.744 -0.658 0.13
H 6.692 -0.125 -3.374 -2.689 0.386 -0.914 0.07
H 5.420 1.055 -4.455 0.504 -1.524 2.335 0.17
H 1.470 -1.722 -2.881 0.042 0.837 2.517 0.31
H 2.486 -2.107 -1.388 -1.993 1.578 -0.549 0.31
H 0.637 -2.828 -0.162 -0.816 1.709 -1.741 0.11
H -0.536 -1.429 -0.495 1.496 -0.840 -1.467 0.24
H 0.036 -3.348 -3.063 -0.820 0.511 1.892 0.32
H -0.570 -4.268 -1.536 0.099 2.308 -1.023 0.25
H -2.228 -1.715 -2.850 0.668 -2.036 1.227 0.16
H -2.415 -3.539 -3.276 0.765 1.568 1.646 0.35
H -3.622 -4.182 -1.380 0.882 2.441 0.772 0.17
H -2.548 -3.111 -0.171 -1.467 -0.036 -1.693 0.17
H -4.601 -1.799 -2.381 0.642 -0.249 2.359 0.23
H -3.827 -0.856 -0.927 -1.001 -2.360 -0.459 0.09
H -6.130 -3.267 -0.800 0.941 1.957 0.859 -0.09
H -5.413 -2.275 0.729 -0.835 -0.117 -2.132 0.05
H -6.328 -0.506 -1.739 -0.920 -0.858 1.795 0.42
H -7.787 -1.438 -0.927 1.724 1.261 0.502 0.02
H -6.852 1.552 -1.240 0.977 -0.662 1.924 0.29
H -6.996 2.111 0.555 1.158 -1.686 -1.457 0.20
H -5.271 1.612 -0.058 -2.387 -0.546 -0.650 0.22
H 1.549 -2.211 1.933 1.319 1.948 -0.894 0.29
H 2.871 -1.717 0.693 -1.273 1.219 0.839 0.15
H 2.951 -1.078 2.453 -1.524 -0.334 -2.014 0.33
H 0.077 2.376 -4.371 -0.292 0.300 2.360 0.27
H 0.218 0.225 -4.980 -0.512 -0.868 1.356 0.29
C -8.594 -1.923 2.704 -0.103 -0.068 -0.017 -0.60
S -7.271 -1.979 3.937 0.007 -0.099 -0.057 0.63
O -7.082 -3.415 4.330 -0.502 0.699 0.049 -0.69
C -8.206 -1.172 5.258 -0.098 -0.052 0.151 -1.04
H -8.241 -2.413 1.794 0.129 0.111 0.136 -0.15
H -9.477 -2.447 3.078 0.088 -0.020 0.118 0.45
H -8.842 -0.882 2.481 0.159 -0.061 -0.005 0.38
H -9.113 -1.742 5.477 0.087 -0.022 -0.068 0.29
H -8.466 -0.155 4.954 0.085 -0.090 -0.047 0.37
H -7.580 -1.131 6.153 -0.005 -0.057 -0.219 0.35
C 1.116 7.858 -5.144 -0.107 -0.118 -0.101 -0.94
S 2.439 7.802 -3.912 -0.095 -0.385 0.299 0.38
O 2.628 6.366 -3.518 -0.203 0.804 -0.232 -0.55
C 1.504 8.609 -2.590 0.050 -0.006 0.031 -0.83
H 1.470 7.368 -6.054 0.044 0.044 0.176 0.32
H 0.234 7.334 -4.770 0.118 -0.001 0.058 0.29
H 0.869 8.899 -5.368 0.082 -0.041 0.060 0.35
H 0.598 8.039 -2.372 0.145 -0.045 -0.028 0.29
H 1.244 9.626 -2.895 0.063 -0.057 -0.088 0.44
H 2.131 8.650 -1.695 -0.109 -0.133 -0.120 0.19
C 9.229 -4.212 -2.953 0.111 -0.094 -0.157 -0.77
S 8.186 -2.845 -2.390 -0.213 0.287 -0.443 0.56
O 7.546 -2.237 -3.604 0.609 -0.526 0.588 -0.56
C 9.545 -1.761 -1.891 0.120 0.138 -0.095 -0.84
H 8.584 -5.000 -3.348 -0.045 0.173 0.115 0.33
H 9.904 -3.869 -3.740 -0.031 0.136 0.077 0.03
H 9.803 -4.604 -2.110 -0.068 0.060 -0.011 0.38
H 10.201 -1.566 -2.743 -0.087 -0.097 -0.031 0.17
H 10.110 -2.231 -1.082 -0.101 -0.022 -0.036 0.40
H 9.124 -0.816 -1.535 -0.093 -0.216 -0.055 0.34
C 2.612 7.497 3.096 -0.070 0.159 0.020 -0.85
S 2.845 7.126 1.341 -0.152 -0.357 0.062 0.51
O 1.890 7.988 0.568 0.068 -0.050 0.269 -0.63
C 2.146 5.460 1.403 -0.029 0.138 -0.059 -0.26
H 2.951 8.519 3.283 0.000 -0.108 -0.106 0.39
H 1.556 7.412 3.360 0.068 -0.084 -0.060 0.08
H 3.206 6.805 3.698 -0.064 0.026 -0.107 0.40
H 1.117 5.499 1.769 0.094 0.118 -0.025 0.33
H 2.754 4.832 2.058 0.026 0.043 -0.129 0.39
H 2.155 5.041 0.393 0.078 0.041 0.183 -0.39
C -5.570 -5.606 3.175 0.161 -0.017 -0.246 -0.62
S -3.822 -5.727 2.726 -0.149 0.185 -0.418 0.46
O -3.689 -5.266 1.303 -0.194 -0.404 0.641 -0.53
C -3.750 -7.534 2.721 0.055 -0.176 -0.106 -1.00
H -5.849 -4.550 3.201 0.209 -0.340 0.062 0.05
H -6.184 -6.124 2.436 0.135 -0.058 -0.060 0.27
H -5.724 -6.043 4.164 0.062 0.114 -0.035 0.38
H -4.475 -7.935 2.009 0.028 0.111 0.015 0.28
H -3.962 -7.910 3.725 0.023 0.098 -0.041 0.39
H -2.743 -7.841 2.426 -0.129 0.151 0.040 0.32
C -0.984 9.327 4.654 -0.091 -0.063 -0.034 -0.85
S 0.339 9.271 5.887 0.011 -0.589 0.088 0.54
O 0.528 7.835 6.280 -0.221 0.812 -0.177 -0.60
C -0.596 10.078 7.208 -0.099 -0.009 0.138 -0.94
H -0.630 8.837 3.744 0.061 0.066 0.167 0.26
H -1.866 8.803 5.028 0.122 -0.003 0.055 0.31
H -1.231 10.368 4.431 0.089 -0.051 0.036 0.35
H -1.502 9.508 7.427 0.105 -0.024 -0.075 0.30
H -0.856 11.095 6.904 0.064 -0.076 -0.033 0.34
H 0.031 10.119 8.103 -0.011 -0.064 -0.216 0.31
C 13.149 -3.700 -6.460 0.038 -0.118 0.073 -0.90
S 12.187 -2.175 -6.321 -0.239 0.028 0.459 0.41
O 11.801 -2.015 -4.880 0.174 -0.283 -0.674 -0.55
C 10.733 -2.783 -7.209 -0.121 -0.027 0.025 -0.90
H 14.097 -3.561 -5.935 -0.172 0.095 -0.052 0.32
H 12.603 -4.530 -6.007 -0.031 0.114 -0.004 0.28
H 13.347 -3.912 -7.513 -0.039 0.080 0.058 0.36
H 10.334 -3.669 -6.710 0.073 0.102 0.034 0.27
H 11.009 -3.025 -8.238 0.058 0.054 0.083 0.37
H 9.974 -1.997 -7.214 0.194 -0.072 0.098 0.33
C 0.578 -1.567 7.883 0.056 -0.058 0.175 -0.93
S 0.305 -2.226 6.221 -0.359 -0.397 -0.053 0.64
O -0.557 -3.447 6.356 0.551 0.497 0.140 -0.69
C 2.004 -2.787 5.956 0.108 -0.089 0.028 -0.90
H -0.373 -1.191 8.267 0.083 -0.084 -0.177 0.31
H 0.949 -2.355 8.543 -0.033 -0.012 -0.087 0.30
H 1.298 -0.747 7.837 -0.062 -0.048 -0.077 0.32
H 2.288 -3.502 6.733 -0.121 0.043 -0.013 0.36
H 2.679 -1.928 5.971 -0.119 -0.010 -0.045 0.31
H 2.061 -3.274 4.978 -0.147 0.144 0.128 0.27
C -10.670 -3.794 -0.339 -0.148 -0.017 -0.056 -1.19
S -8.922 -3.915 -0.788 0.021 0.066 -0.566 0.82
O -8.789 -3.454 -2.211 -0.231 -0.355 0.778 -0.64
C -8.850 -5.722 -0.793 0.000 -0.124 -0.078 -1.15
H -10.949 -2.738 -0.313 0.165 -0.110 -0.034 0.32
H -11.284 -4.312 -1.078 0.107 0.026 -0.003 0.42
H -10.824 -4.231 0.650 0.084 0.024 -0.046 0.35
H -9.575 -6.123 -1.505 0.035 0.131 0.018 0.38
H -9.062 -6.098 0.211 0.038 0.102 -0.033 0.36
H -7.843 -6.029 -1.088 -0.115 0.198 0.056 0.34